1.
C42H50BaCl3N11O10SSi | ωB97M-V with the def2-TZVPD basis set

Values from the calculation:
Molar mass   1172.77 g mol⁻¹
Charge   -2
Spin multiplicity   1
ΔE to the lowest compared entry with this formula, charge and spin   0.00 kcal/mol
Gap between HOMO and LUMO (spin up / spin down)   0.21937 / 0.14974 hartree
E_LUMO (spin up / spin down)   3.692 / 3.691 eV

Geometry as XYZ:
```
119
Properties=species:S:1:pos:R:3:forces:R:3
C -4.86077 -0.35043 -3.61855 -0.0188 0.0084 -0.0641
H 3.23141 -0.41278 4.02782 -0.0328 -0.0422 0.0106
C -5.12894 1.82071 -2.63768 -0.0466 0.1059 -0.0152
O 1.65228 5.76017 2.92026 -1.3272 0.7444 -1.1478
C 1.24985 -0.15339 -3.10667 0.1859 0.1853 -0.2653
C 5.74858 0.76667 -0.87417 -0.0585 0.0482 -0.0170
C 0.02722 1.73907 0.36699 -0.2933 1.6491 -0.2513
C 6.63635 0.15311 1.29683 -0.0199 0.0646 -0.0259
C -0.71698 1.15721 -3.77487 -0.0871 0.0271 -0.0572
H 6.44469 1.61210 -0.88880 -0.0180 0.0162 -0.0046
Si 1.67105 -4.87222 0.44235 0.3764 0.0787 0.2759
C 3.75202 -1.41450 -0.91719 0.2028 -0.1139 -0.0693
H 4.83586 1.06761 -1.37864 0.0761 -0.0430 0.0407
H -1.34790 -0.80150 -1.90891 -0.1287 0.0544 0.0380
N -3.97599 -2.02188 0.15396 -0.0922 0.1956 -0.1099
C 2.93290 -0.40687 2.97799 -0.0859 -0.1339 -0.1606
C -7.74894 0.12027 1.90598 -0.1072 0.0117 0.0378
H 5.44829 -2.27952 0.04537 0.0016 0.0215 -0.0003
O -2.70370 6.79545 -1.43015 -0.3294 1.6530 0.0387
H 1.07590 3.63895 1.96630 -0.0403 -0.0274 -0.0063
Ba 0.30286 -0.87530 0.54224 2.5749 -4.1525 0.3557
C -4.42462 -0.64670 0.15741 0.3090 0.0393 0.0979
C 0.36289 4.04633 1.26611 0.4581 -0.2666 0.4566
H 3.31789 2.22577 2.78358 -0.0205 -0.0300 0.0076
H 6.20022 -0.06215 -1.43251 -0.0256 -0.0038 0.0036
C -5.09085 1.00860 -3.76366 0.0145 -0.0707 -0.0155
N 3.94868 0.30157 2.22332 -0.0282 0.0529 0.0879
C -0.28763 3.20905 0.36822 -0.2947 0.1403 -0.2942
C -7.42262 -0.13933 3.22656 -0.0134 0.0028 -0.0193
H 4.65670 1.56397 3.73985 0.0193 0.0028 -0.0030
H -8.75292 0.43774 1.64963 0.0127 -0.0020 -0.0074
C -3.07721 0.04700 0.62460 -0.5706 0.1192 0.0217
Cl 2.89891 -6.00542 -0.78984 0.1229 -0.0172 -0.0299
C -2.64302 -2.12830 0.50929 -0.4805 -0.3042 -0.0317
C 3.29011 1.17630 -3.41088 -0.0907 0.0109 -0.0178
H 2.87219 -1.44121 2.64455 0.0122 0.0553 0.0263
H 6.19105 -3.58729 -1.90688 -0.0157 -0.0039 0.0180
O -2.96434 4.79769 -2.29197 -0.3817 -0.8398 -0.6207
C -1.49211 5.07846 -0.53604 -0.9194 0.8580 -0.8107
C 0.37529 -2.80641 4.15511 -0.0375 -0.1850 0.0702
H -4.93748 1.90780 -0.50310 -0.0211 0.0393 -0.0345
N 0.78482 6.25114 2.16131 1.2454 1.5320 1.5553
N 3.36249 -0.68316 0.21076 -0.4501 0.0815 0.0126
N 2.05573 0.63870 -3.92354 -0.0027 -0.2361 0.0312
H -4.81137 -0.98836 -4.49376 0.0028 -0.0116 0.0086
C 5.30495 -2.96794 -1.97585 0.0434 -0.0049 -0.0074
Cl 0.74979 -3.55769 -0.84336 0.0709 -0.6811 -0.5355
H 0.02779 1.92852 -3.94388 0.0074 0.0035 0.0184
H 0.66621 -2.58641 5.19366 -0.0213 0.0536 -0.0315
H -0.94472 -4.15707 3.13361 0.0009 -0.0103 0.0164
H 6.34122 -0.20887 2.27791 -0.0070 0.0021 0.0096
O 4.05810 -3.42484 3.47471 0.1085 -0.0268 0.0801
C -5.18645 -0.68413 2.53972 0.0232 0.0399 0.0151
H 3.18152 1.32088 -2.33782 -0.0196 0.0158 -0.0209
O 0.50722 7.46304 2.16316 0.4390 -1.3281 0.1585
H -4.58763 -2.81376 0.08116 0.0766 -0.0942 0.0528
C -1.21206 3.71724 -0.53512 0.5939 -0.9600 0.3693
C -0.99214 -1.08992 -2.90089 0.2309 -0.1072 -0.0309
O 0.56442 1.23453 1.39219 0.3643 2.0521 0.8923
H -5.26520 2.88977 -2.74152 0.0731 0.0123 0.0372
H 1.05674 0.00436 -5.63326 -0.0160 0.0213 -0.0199
H 4.94068 2.14374 2.08489 0.0274 0.0021 -0.0042
C -4.67004 -0.89958 -2.35692 -0.0540 -0.0314 0.0685
C -6.79842 -0.02011 0.90268 0.1183 -0.0510 -0.0466
H -1.82761 -0.70149 3.21830 0.0408 0.0365 0.0247
C 4.21361 -0.02764 0.92617 0.2732 0.0986 -0.2005
H 2.75887 -2.21575 -4.05645 -0.0222 0.0097 0.0176
H 1.22750 -3.22661 3.62551 -0.0047 0.0369 -0.0094
O -0.24158 1.08200 -0.67108 -0.2956 1.0321 -0.7018
C 1.95460 0.55410 -5.36300 0.0041 0.0737 0.0720
H -7.06920 0.18902 -0.12361 0.0197 0.0144 -0.0230
C 4.55549 -2.93448 -3.14159 0.0092 0.0148 -0.0086
S 3.95035 -4.04085 2.11758 -0.7436 -0.0486 -0.1629
N 5.46287 0.43685 0.49778 0.0213 -0.1731 0.1294
H 4.15532 0.52941 -3.60104 -0.0026 -0.0229 0.0152
N 2.38246 -4.10314 1.70574 0.5063 -0.0597 -0.1274
H 2.82738 0.03178 -5.77857 -0.0139 -0.0034 -0.0016
N -2.43482 5.58001 -1.46475 1.3019 -0.7667 1.2951
O -2.02876 -3.18548 0.59772 -0.0566 0.0847 0.0550
C 0.09395 5.41027 1.25657 -1.3115 -0.8155 -1.5633
C 2.95041 -1.43384 -2.08022 0.1992 -0.1038 -0.2127
H -1.85368 -1.15034 -3.56751 -0.0445 -0.0223 0.0526
H -0.88644 -4.43922 4.88479 0.0080 -0.0246 -0.0082
H -2.42690 -2.65124 5.28083 -0.0269 -0.0095 0.0014
H -1.35677 1.47556 -2.94828 0.0330 -0.0084 -0.0097
C 4.23622 1.63147 2.73301 -0.0055 -0.0441 -0.0384
C -4.95565 1.27179 -1.37822 0.0291 -0.0453 0.0346
Cl 0.18618 -6.18552 0.98642 -0.1724 -0.1090 0.1232
N 1.67862 -0.85654 -2.11553 -0.3115 0.0916 0.3564
H 4.85087 -3.51761 -4.00548 -0.0172 -0.0080 0.0038
H -8.16418 -0.02635 4.00782 -0.0046 0.0133 -0.0063
C -0.84541 5.94619 0.35986 0.6159 -0.0548 0.6482
N -0.07437 -0.11000 -3.44483 0.0219 0.0911 0.1025
H 1.90752 1.55115 -5.81341 -0.0146 -0.0089 -0.0081
H 3.47195 2.14963 -3.87599 -0.0078 0.0072 0.0190
H -1.06230 6.99972 0.35939 -0.0787 0.0353 -0.0909
H -4.17874 -0.99174 2.79421 0.0133 -0.0114 -0.0053
C -0.87819 -3.67368 4.10897 -0.0020 0.0944 -0.0353
C -2.01352 -2.64209 4.27108 0.0512 -0.0045 -0.0739
N -2.12095 -0.89057 0.74079 -1.4508 0.1834 0.3011
C 3.38942 -2.18895 -3.17364 -0.0356 0.0421 -0.0211
O -2.99685 1.23846 0.84048 0.0221 -0.1742 0.0433
H -1.33205 1.04956 -4.67364 0.0156 -0.0165 0.0145
H -0.50875 -2.06393 -2.84544 -0.0079 0.0186 0.0080
H -2.82406 -2.83733 3.56834 0.0040 -0.0125 0.0031
H -4.45247 -1.95529 -2.25736 0.0094 0.0015 0.0184
O -0.02348 -1.60625 3.50107 0.0973 0.1686 -0.2024
H -5.85543 -0.74201 4.56875 -0.0025 0.0024 -0.0045
H 7.25458 -0.61528 0.81201 -0.0182 0.0045 0.0071
C 4.89440 -2.22305 -0.88399 -0.0365 0.0392 0.0127
H 1.95870 0.07361 2.89234 -0.0418 0.0949 0.0523
H -1.24639 -0.69293 4.89761 0.0629 -0.0057 -0.0243
H -1.72993 3.05894 -1.21601 0.0127 0.0720 0.0115
C -6.13109 -0.54239 3.54031 0.0478 -0.0300 0.0135
C -4.72727 -0.09723 -1.22293 -0.0281 0.0561 -0.1576
H -5.21959 1.43573 -4.75073 0.0073 0.0225 0.0136
H 7.25140 1.05217 1.41785 -0.0015 -0.0056 0.0164
C -1.32381 -1.29234 3.98133 -0.1666 -0.0385 0.1062
C -5.50323 -0.42278 1.20701 -0.1379 -0.0348 -0.0123
```
Forces are in eV/Å.

---

2.
C42H50Cl3F5NO2P2S2ScSeSiTe | ωB97M-V with the def2-TZVPD basis set

Values from the calculation:
Molar mass   1207.90 g mol⁻¹
Spin multiplicity   1
ΔE to the lowest compared entry with this formula, charge and spin   7.86 kcal/mol
Gap between HOMO and LUMO   0.28446 hartree
E_LUMO   0.075 eV

Geometry as XYZ:
```
111
Properties=species:S:1:pos:R:3:forces:R:3
H 1.38175 0.63074 2.81703 0.0143 0.0346 -0.0429
C -1.85313 -0.27979 -3.43588 -0.0363 -0.0732 -0.0807
C 3.51391 2.31298 -0.80008 0.0221 -0.0719 -0.0248
C -4.71334 2.48877 -0.32162 -0.0004 -0.0192 -0.0360
H 0.71892 4.24023 4.04718 -0.0224 0.0173 0.0139
C 3.20693 -0.70625 -5.28006 -0.0096 0.0008 0.0099
C 0.97395 -0.77438 -3.61600 -0.0236 0.0438 -0.1231
H 1.27893 -1.66691 3.83583 -0.0255 0.0571 -0.0289
C -2.70212 -1.22814 -4.01139 0.0271 -0.0407 0.0620
C 3.31908 -4.56472 -0.97527 -0.0074 -0.0186 -0.0109
F 2.84370 5.66435 0.30569 -0.0298 -0.0241 -0.0065
H -0.75767 -3.14712 3.72203 0.0013 0.0363 -0.0047
C 0.85586 1.22199 3.56618 -0.0507 0.0017 0.0222
H 2.00835 0.52456 -6.56792 0.0096 -0.0048 -0.0046
C 1.48145 7.23915 1.32842 -0.0549 0.0080 0.0214
C 3.40726 -1.93783 3.56690 -0.0376 0.0514 0.0529
H 3.47103 3.36958 -1.03678 0.0341 0.0032 -0.0137
H -4.32257 0.68511 -1.42750 -0.0096 -0.0182 0.0159
C -1.68358 -3.18973 3.15353 -0.0299 -0.0137 -0.0156
H -1.60231 2.07865 4.99347 -0.0070 0.0149 0.0151
Te -2.21099 -1.19827 2.58764 0.0441 -0.0346 -0.0047
H 0.69420 -4.54374 1.29502 0.0019 0.0033 -0.0039
P 3.09094 -1.58220 0.85102 -0.2444 -0.0634 0.1000
C 0.50743 5.49964 -0.06401 -0.0659 -0.0051 0.0712
H 2.11336 -5.61257 1.32289 0.0076 0.0033 0.0183
Sc 0.33253 1.31547 -0.29509 -0.1250 0.5857 0.0703
H 0.33749 0.51369 4.21825 0.0084 -0.0214 0.0034
H -3.51119 2.51785 -4.43334 0.0063 0.0109 -0.0069
H -4.76798 4.26163 0.88783 -0.0045 0.0061 -0.0068
C 0.34923 4.13390 3.02324 -0.1025 -0.0145 -0.0319
C -4.18186 3.40283 0.58552 0.0032 0.0280 0.0393
F -1.84351 5.52871 -0.31623 0.0417 0.0889 -0.0781
O 3.52370 -1.19488 2.32531 0.1208 -0.0178 -0.1200
N -0.83025 1.90422 1.23714 0.2555 0.0905 0.1129
H -1.66895 -6.14805 -1.28846 0.0012 -0.0059 -0.0034
H -1.73202 -2.00991 -0.21971 -0.0100 -0.0074 -0.0100
H -2.38273 -4.33486 0.23259 -0.0019 -0.0034 0.0024
H -0.33005 -5.61282 -3.30146 -0.0024 -0.0069 -0.0048
Si -0.41043 2.43218 2.87901 -0.0383 -0.3244 0.0570
Se 0.72896 4.03072 -1.24468 0.1054 -0.1968 -0.0662
H 1.19551 4.25108 2.35119 0.1186 0.0234 -0.0608
Cl 2.52776 1.45670 -2.02342 0.1018 -0.0074 0.1955
C 2.27775 -3.96891 -0.05079 -0.0848 -0.0014 -0.0061
C -3.81892 -0.84591 -4.73405 -0.0321 0.0566 -0.0150
S 1.14249 -0.96878 0.62143 -0.1113 0.1123 -0.1089
H 0.03598 0.45850 -5.11470 -0.0081 0.0031 0.0173
H -0.35758 4.94542 2.83811 0.0172 -0.0021 -0.0502
C -3.29302 1.46364 -4.33511 -0.0056 -0.0729 0.0073
O 2.92419 -3.17245 0.96890 0.1262 -0.0059 0.0371
C -2.90975 3.24763 1.10011 0.0017 -0.0103 -0.1202
H -2.12071 0.34578 -0.45552 -0.0052 -0.0249 0.1727
H 0.97436 -5.68083 -0.03258 0.0162 0.0283 0.0053
F 2.56248 7.80006 1.87577 -0.0100 0.0087 0.0021
C -1.92511 2.39806 3.99916 0.0635 0.0055 -0.0471
H -4.78552 -0.68335 2.08507 0.0301 0.0265 -0.0027
H -4.99076 0.80332 -5.45560 0.0004 0.0117 -0.0032
H -5.71274 2.62805 -0.71172 -0.0056 -0.0117 -0.0060
H 3.94353 -5.28033 -0.43746 0.0143 0.0149 0.0179
H -4.46365 -1.59894 -5.16685 0.0061 -0.0107 -0.0014
C -0.31333 -3.50673 -2.91462 0.0217 0.0294 -0.0029
H 2.21528 -1.94925 -2.30080 -0.0232 0.0105 -0.0033
H 5.43700 -2.60872 3.31282 0.0018 0.0097 0.0057
H 1.99233 -2.99523 4.76455 0.0018 0.0331 0.0264
C -1.79890 -4.10524 -0.64959 -0.0196 0.0135 0.0066
C -4.27914 -1.62774 2.27529 -0.0013 -0.0401 0.0070
C -1.39962 -5.12206 -1.50492 -0.0278 -0.0045 -0.0165
C -2.11948 2.14660 0.73462 0.0272 -0.0436 0.1072
H -4.40779 -2.27855 1.41353 0.0053 -0.0114 0.0023
H -4.70047 -2.08951 3.16469 -0.0052 0.0030 0.0046
F 0.08976 8.81491 2.39581 0.0046 -0.0107 -0.0155
C -4.11455 0.50181 -4.89714 -0.0017 -0.0383 0.0020
H -2.47105 -3.59507 3.78494 0.0039 -0.0099 0.0073
H 2.82316 -5.08783 -1.79554 -0.0043 -0.0055 -0.0053
H -2.68176 1.68932 3.66352 -0.0071 0.0013 -0.0009
C -3.94349 1.40881 -0.71563 0.0144 0.1871 0.0339
H -2.50953 4.00098 1.76659 0.0071 -0.0440 0.0242
C 0.22626 7.75648 1.59645 -0.0025 -0.0104 -0.0404
Cl 2.86056 2.10585 0.84076 -0.0973 -0.0888 -0.1008
H 1.72320 -3.18113 3.02815 0.0169 0.0198 0.0484
C -0.73323 6.06081 0.20385 -0.0621 -0.0316 0.0507
H -2.48973 -2.28066 -3.87654 0.0088 0.0012 -0.0129
C 3.25299 -1.40875 -4.08349 -0.0048 -0.0106 -0.0062
C 0.93418 -0.06677 -4.81543 -0.0051 -0.0064 -0.0071
H 1.59707 -3.31575 -0.60618 0.0318 -0.0342 -0.0153
C -2.17804 1.05950 -3.61675 -0.0127 0.1736 0.0180
H 0.26351 -3.27832 -3.80200 -0.0167 -0.0021 -0.0024
C 2.00891 -2.47331 3.80548 -0.0219 -0.0741 0.0182
H 4.07415 -0.67680 -5.92664 0.0086 0.0021 0.0009
H 3.62041 -1.16482 4.30752 0.0016 -0.0268 0.0100
C 4.48018 -3.00752 3.64817 0.0182 0.0079 0.0038
C 1.60287 6.13313 0.50792 0.0500 -0.0463 0.0256
H -1.53584 -3.81978 2.28032 -0.0107 0.0035 -0.0024
C -1.44568 -2.79092 -0.91629 -0.0188 0.0061 -0.0296
H 3.95951 -3.78521 -1.38598 -0.0078 0.0027 -0.0079
Cl -1.19408 2.31216 -2.90609 -0.0270 -0.1917 -0.1460
C -0.64919 -4.82307 -2.63366 -0.0135 -0.0091 0.0184
S 4.41576 -1.03511 -0.44613 0.0575 0.0772 -0.0395
H -2.39836 3.37524 4.10223 0.0095 0.0234 -0.0245
H 4.48962 1.84232 -0.81338 0.0356 0.0632 -0.0075
P -0.39806 -0.73034 -2.42510 0.0027 0.3171 0.2279
F -2.10246 7.66184 1.27202 -0.0038 0.0040 0.0024
H 4.22664 -3.87266 3.03769 -0.0088 0.0131 -0.0371
H 4.58718 -3.32980 4.68546 -0.0170 -0.0201 -0.0050
H 1.59911 1.74587 4.17233 -0.0109 0.0077 0.0214
C -0.71229 -2.48136 -2.05842 0.0195 -0.0836 -0.0472
C 2.14540 -1.43817 -3.25368 0.0417 -0.0124 0.0478
C 2.04934 -0.03198 -5.64069 -0.0060 -0.0138 -0.0220
C -0.88641 7.16603 1.02296 0.0497 -0.0037 0.0229
H 4.15778 -1.91545 -3.77404 0.0092 -0.0014 -0.0079
C 1.46249 -5.01560 0.68111 0.0272 -0.0306 -0.0216
C -2.67274 1.24406 -0.17818 -0.0368 -0.3478 -0.1086
```
Forces are in eV/Å.